(1)
{"formula": "C13H21FIN3O9P", "method": "ωB97M-V/def2-TZVPD", "symbols": ["C", "C", "O", "N", "C", "P", "N", "I", "C", "O", "N", "C", "O", "F", "H", "H", "H", "H", "H", "H", "H", "H", "H", "C", "C", "C", "O", "C", "O", "O", "H", "H", "H", "H", "H", "H", "C", "C", "C", "O", "C", "O", "O", "H", "H", "H", "H", "H", "H"], "coordinates": [[4.0682, 0.9098, 0.6174], [4.6033, -0.4769, 0.5609], [5.3897, -0.9235, 1.3353], [4.2555, -1.3256, -0.6185], [5.2786, -2.3840, -0.7955], [2.7245, -1.9276, -0.7915], [2.3702, -2.0187, -2.3935], [2.3514, -4.0963, 0.1338], [1.4276, -0.7568, -0.1151], [1.4134, 0.3158, -0.6296], [0.5012, -1.1433, 0.9168], [1.1572, -1.4933, 2.0897], [2.2087, -1.0681, 2.4490], [0.4331, -2.3642, 2.7829], [3.7230, 1.2835, -0.3384], [3.2492, 0.9345, 1.3294], [4.8681, 1.5285, 1.0064], [5.3572, -3.0315, 0.0710], [5.0436, -2.9845, -1.6706], [6.2382, -1.9093, -0.9587], [3.0867, -1.5513, -2.9451], [2.2574, -2.9691, -2.7292], [-0.0759, -1.9250, 0.6072], [-0.4845, 2.2892, 0.6265], [-1.2544, 3.5815, 0.6485], [-2.2646, 3.7591, -0.4652], [-2.2935, 5.1839, -0.6182], [-1.0969, 5.6751, -0.2115], [-0.7273, 6.7871, -0.3721], [-0.3804, 4.6980, 0.4053], [-1.1347, 1.4440, 0.8432], [-0.0228, 2.1352, -0.3406], [0.3088, 2.3200, 1.3768], [-1.7286, 3.7405, 1.6217], [-3.2562, 3.3863, -0.2253], [-1.9221, 3.3133, -1.4021], [-5.2812, -2.8288, -0.1082], [-4.2349, -1.8066, 0.2441], [-4.6469, -0.3564, 0.1023], [-3.3873, 0.2854, -0.1867], [-2.5880, -0.6225, -0.7743], [-1.5511, -0.3620, -1.3048], [-3.1154, -1.8574, -0.6813], [-6.0914, -2.7989, 0.6190], [-5.6893, -2.6387, -1.1008], [-4.8543, -3.8303, -0.1085], [-3.8342, -1.9921, 1.2444], [-5.0847, 0.0692, 1.0000], [-5.3142, -0.1972, -0.7459]], "atomic_forces_ev_per_a": [[-0.2, 0.0, -0.1], [0.5, 0.0, 0.2], [-0.1, 0.0, -0.1], [-0.6, -0.2, 0.8], [0.2, -0.2, -0.4], [0.1, 0.0, -0.1], [0.7, -0.5, 0.0], [0.0, 0.2, 0.0], [-0.4, 1.5, 0.1], [0.3, -0.9, 0.0], [0.7, -1.1, -0.3], [0.1, 0.3, 0.2], [-0.2, -0.2, -0.2], [0.0, 0.1, 0.1], [0.0, 0.0, -0.1], [-0.1, 0.1, 0.1], [0.1, 0.1, 0.1], [-0.1, 0.0, 0.2], [-0.1, 0.0, -0.1], [0.1, 0.1, 0.0], [-0.3, 0.2, -0.2], [-0.3, 0.1, -0.1], [-0.5, 0.4, -0.1], [0.2, 0.2, 0.2], [0.0, -0.1, 0.0], [0.0, 0.1, 0.0], [0.0, -0.1, 0.0], [0.0, -0.1, 0.0], [0.0, 0.1, 0.0], [0.0, 0.0, 0.1], [-0.1, 0.0, 0.0], [-0.1, 0.0, -0.2], [0.0, 0.0, 0.0], [0.0, 0.0, 0.0], [-0.1, 0.1, 0.0], [0.0, -0.1, 0.0], [0.1, 0.0, -0.2], [-0.1, 0.0, 0.0], [0.0, 0.0, 0.0], [-0.2, 0.1, 0.0], [-0.2, 0.0, -0.1], [0.3, -0.2, 0.1], [0.1, -0.1, 0.2], [0.0, 0.0, 0.0], [0.0, 0.0, 0.0], [0.0, 0.0, 0.1], [0.0, 0.0, 0.0], [0.1, 0.1, 0.0], [0.0, 0.0, 0.0]], "mulliken_charge": [-1.08, 0.55, -0.46, 0.21, -1.15, 0.37, -0.46, 0.13, 0.10, -0.32, 0.07, 0.38, -0.36, -0.25, 0.33, 0.22, 0.44, 0.44, 0.39, 0.36, 0.33, 0.35, 0.39, -1.20, 0.39, -0.34, -0.37, 0.57, -0.51, -0.39, 0.24, 0.34, 0.36, 0.34, 0.25, 0.32, -1.47, 0.50, -0.56, -0.17, 0.59, -0.52, -0.36, 0.39, 0.36, 0.36, 0.25, 0.32, 0.32], "max_force_ev_per_a": 1.585, "gap_ev": 7.91, "total_charge": 1, "spin_multiplicity": 1}

(2)
{"formula": "C6H13O5Pd", "method": "ωB97M-V/def2-TZVPD", "symbols": ["O", "C", "C", "O", "C", "C", "O", "Pd", "H", "H", "H", "H", "H", "H", "H", "H", "O", "C", "O", "C", "H", "H", "H", "H", "H"], "coordinates": [[-0.0596, 1.9920, 1.0711], [0.3489, 1.9354, -0.2012], [1.0596, 0.7173, -0.6923], [1.7399, 0.1043, 0.4257], [1.9434, -1.3093, 0.3971], [2.1179, -1.7550, 1.8497], [1.1146, -1.2379, 2.6642], [0.6878, 0.3877, 1.8524], [0.6199, 2.8962, -0.6567], [1.7698, 0.9442, -1.5008], [0.3428, -0.0421, -1.0652], [2.8190, -1.5571, -0.2220], [1.0478, -1.7856, -0.0385], [3.1251, -1.4374, 2.1901], [2.1245, -2.8621, 1.8517], [-1.5605, 1.0196, 0.3774], [-2.2281, -0.9718, 0.4301], [-1.9137, 0.6150, -2.0441], [-2.9552, 0.6212, -1.0887], [-2.5341, 0.3758, 0.2159], [-2.3312, 0.9766, -2.9897], [-1.0971, 1.2803, -1.7126], [-1.4954, -0.3952, -2.1841], [-3.3763, 0.6320, 0.8687], [-1.3099, -1.1444, 0.2016]], "atomic_forces_ev_per_a": [[-0.2, 0.6, -0.9], [1.3, 1.4, -0.4], [-0.5, -0.1, -1.0], [5.0, -1.2, -6.1], [0.3, -0.9, -0.5], [0.9, -1.1, -0.4], [0.6, -1.2, 0.3], [-5.7, 2.5, 8.8], [-0.2, -0.3, 0.0], [-0.2, 0.0, 0.2], [0.3, 0.1, 0.1], [-0.2, 0.1, 0.2], [0.2, 0.1, 0.1], [-0.4, 0.0, 0.1], [0.0, 0.3, 0.1], [-2.5, -1.2, 0.2], [-0.1, -0.6, 0.3], [-0.1, 0.0, 0.1], [-0.5, 0.1, -0.6], [2.0, 1.3, -0.2], [0.1, -0.2, 0.2], [-0.4, -0.1, -0.3], [-0.2, 0.1, -0.1], [0.4, 0.0, -0.1], [-0.1, 0.1, 0.0]], "mulliken_charge": [-0.82, -0.19, 0.22, -0.52, -0.54, -0.14, -0.71, 0.76, 0.39, 0.33, -0.13, 0.33, 0.31, 0.26, 0.34, 0.38, -0.55, -0.49, -0.39, -0.13, 0.34, 0.15, 0.22, 0.26, 0.31], "max_force_ev_per_a": 10.764, "gap_ev": [7.67, 7.62], "s2": 3.76, "spin_multiplicity": 4}

(3)
{"formula": "C2H10O4", "method": "ωB97M-V/def2-TZVPD", "symbols": ["O", "C", "C", "H", "H", "H", "H", "H", "H", "O", "H", "H", "O", "H", "H", "O"], "coordinates": [[0.3507, 0.4856, -1.4809], [-0.1339, 1.5232, -0.8180], [-1.4531, 1.8879, -0.8584], [0.6748, 2.1588, -0.4854], [-0.9142, 1.1980, 0.1629], [-1.6842, 2.9155, -0.6248], [-2.2628, 1.1911, -1.0561], [1.6827, 0.8921, 2.0789], [1.0081, -0.4359, 1.4579], [1.1900, 0.5998, 1.3093], [-0.3072, -2.6951, -0.9831], [-0.0888, -0.3567, -1.1589], [-0.6237, -1.8946, -0.5574], [-0.1107, -1.8307, 0.3621], [0.1538, -2.0646, 2.4499], [0.5597, -1.7740, 1.6332]], "atomic_forces_ev_per_a": [[-0.4, 0.0, 1.2], [2.6, -0.6, -3.3], [-0.6, -0.5, 1.7], [-0.4, 0.5, 0.3], [-0.9, 0.9, 0.8], [-0.2, -0.1, 0.7], [0.2, 0.0, -0.7], [0.0, 0.0, 0.0], [-0.2, 0.1, 0.5], [-0.2, 0.2, -0.3], [0.1, 0.1, 0.0], [0.0, -1.3, -0.5], [0.1, 1.1, -0.3], [-0.2, -0.6, 0.6], [-0.1, 0.1, 0.0], [0.3, 0.1, -0.6]], "mulliken_charge": [-0.39, 0.15, -0.58, 0.37, 0.31, 0.29, 0.31, 0.24, 0.38, -0.66, 0.29, 0.41, -0.81, 0.46, 0.20, -0.99], "max_force_ev_per_a": 4.270, "gap_ev": 7.56, "spin_multiplicity": 1}

(4)
{"formula": "C4H14N2O", "method": "ωB97M-V/def2-TZVPD", "symbols": ["C", "N", "C", "C", "C", "N", "H", "H", "H", "H", "H", "H", "H", "H", "H", "H", "H", "H", "O", "H", "H"], "coordinates": [[-2.3688, 1.1268, 0.0556], [-1.2302, 0.4701, 0.6089], [0.0614, 0.4869, 0.0060], [1.0350, -0.3495, 0.8836], [2.4251, -0.3556, 0.0320], [3.1502, 0.9033, 0.0573], [-2.1728, 2.3051, -0.0162], [-2.4042, 0.8028, -1.0500], [-3.4156, 1.0314, 0.4148], [-0.9633, 0.4793, 1.5762], [0.4453, 1.5234, 0.0577], [-0.0847, 0.3302, -1.1110], [0.8373, -1.4035, 0.6971], [1.0253, -0.1155, 1.9901], [2.1449, -0.7411, -1.0543], [2.9764, -1.1240, 0.5772], [2.6101, 1.7046, -0.1419], [3.5009, 1.1823, 0.9025], [-2.5990, -2.0599, -1.3846], [-2.2945, -2.1427, -0.4617], [-1.7701, -2.4190, -1.8306]], "atomic_forces_ev_per_a": [[0.7, 2.9, -2.7], [-0.5, -2.0, 1.3], [-0.3, 1.4, -0.4], [0.8, -0.6, -3.4], [-1.6, 0.2, 1.2], [-0.1, -1.1, -2.6], [-0.5, -1.9, 0.1], [-0.1, 0.4, 1.5], [1.1, -0.6, 0.5], [-1.5, 0.5, 0.7], [0.2, 0.2, -0.2], [0.8, -0.7, 1.2], [-0.8, -0.3, 0.7], [0.3, 0.0, -1.4], [0.8, 1.0, 2.3], [0.6, 0.1, -0.6], [-1.1, 0.6, -1.1], [1.4, -0.2, 2.9], [2.3, -1.0, -0.2], [-0.5, 0.4, -0.2], [-1.7, 0.7, 0.4]], "mulliken_charge": [-0.74, -0.11, -0.66, -0.55, -0.52, -0.60, 0.26, 0.24, 0.30, 0.18, 0.23, 0.29, 0.20, 0.37, 0.29, 0.36, 0.25, 0.24, -0.65, 0.31, 0.31], "max_force_ev_per_a": 4.057, "gap_ev": 9.04, "spin_multiplicity": 1}